Entry 1:
{
  "formula": "C6H7NSe",
  "method": "ωB97M-V with the def2-TZVPD basis set",
  "species": ["N", "H", "C", "H", "C", "C", "C", "H", "H", "Se", "H", "C", "H", "H", "C"],
  "coordinates": [[-0.64426, -2.09298, -0.16334], [-0.09295, -2.93925, -0.23782], [-0.37002, 1.69678, 0.23292], [-1.66792, -1.98504, -0.27092], [1.85720, 0.59214, 0.03703], [-1.06788, 0.51632, 0.26380], [1.11474, 1.71126, 0.17715], [1.55506, 2.61855, 0.04042], [2.84489, 0.87623, -0.20511], [-2.88805, 0.01883, 0.37503], [-0.89633, 2.60511, 0.73937], [1.36297, -0.71841, 0.05626], [1.96549, -1.53527, 0.05639], [-3.07008, -0.44386, -1.12630], [-0.00286, -0.92042, 0.02512]],
  "forces_ev_per_a": [[-0.4, 0.8, 0.1], [-0.7, 0.1, -0.1], [0.1, 0.3, 2.9], [1.1, -1.0, 0.2], [-0.6, 0.6, 0.0], [4.0, -3.8, -1.6], [-4.0, -1.7, -0.4], [1.2, 2.5, -0.1], [1.4, -0.7, 0.1], [-0.3, 0.1, -1.4], [0.8, -1.3, -1.7], [-2.8, 1.8, 0.0], [1.9, -2.2, -0.2], [0.3, 0.7, 1.6], [-2.0, 3.7, 0.5]],
  "mol_weight_g_mol": 172.09,
  "e_tot_ev": -73169.09311,
  "de_lowest_kcal_mol": 0.0,
  "homo_lumo_gap_ev": 8.0,
  "e_homo_ev": -7.60
}

=====

Entry 2:
{
  "formula": "C24H57Cl6N5O8",
  "method": "ωB97M-V with the def2-TZVPD basis set",
  "species": ["C", "H", "N", "N", "H", "C", "H", "H", "C", "H", "H", "O", "Cl", "C", "C", "C", "H", "H", "O", "H", "C", "C", "O", "H", "H", "H", "H", "H", "H", "C", "H", "H", "H", "C", "H", "H", "H", "H", "O", "H", "H", "Cl", "H", "Cl", "H", "Cl", "H", "H", "H", "H", "O", "H", "H", "C", "C", "N", "C", "O", "H", "H", "C", "C", "H", "C", "H", "C", "C", "O", "H", "N", "C", "H", "H", "H", "H", "H", "H", "H", "H", "H", "H", "H", "Cl", "N", "C", "H", "H", "H", "H", "C", "H", "Cl", "O", "C", "H", "C", "H", "H", "H", "C"],
  "coordinates": [[-0.74634, 2.71961, 1.68788], [0.90717, -6.28864, -7.69483], [-5.50470, 1.33827, -2.76989], [-0.34681, -2.85923, -4.52880], [-7.43083, 0.30403, -6.47963], [3.19096, -0.09426, 0.82723], [6.63427, -2.94228, 6.74888], [1.78913, 0.76950, -5.01852], [-2.13494, 3.97770, -2.63140], [-1.31362, 3.87693, -3.33815], [0.35681, 1.26413, -4.20218], [2.88367, 6.08604, 1.59887], [-0.65955, 2.27052, 0.03225], [-4.62535, 1.49888, -1.60434], [-3.99563, 2.87996, -1.72353], [-1.13311, -3.37235, -5.66389], [2.33800, -5.42016, -7.18279], [5.63736, -4.20283, 5.18896], [0.68093, -4.59266, -6.50511], [-3.79319, 0.78365, -1.64940], [4.65976, -3.70584, 5.29188], [-1.04890, -1.55624, 5.51604], [-5.88625, -0.02669, -5.16370], [-4.96267, 1.48977, -3.61413], [2.03743, -3.71863, 6.24964], [-0.49127, -0.21269, -2.40920], [0.40412, 5.90925, 3.35794], [-6.47885, -1.23106, -6.72828], [0.29465, -2.13783, 3.38553], [1.90085, -3.28172, 4.26974], [-1.11973, -0.80729, 4.71843], [0.26285, -0.05301, -5.46164], [-5.23943, 1.33278, -0.72148], [-6.85324, -0.24502, -4.14997], [1.40161, 5.10371, 6.74937], [2.46822, -2.35298, 4.46767], [-2.18239, -3.38243, -5.37025], [-6.71635, -0.16140, -1.94447], [0.20274, -2.17714, 5.45486], [5.39472, 4.97147, 0.42359], [-3.58742, 3.20626, -0.75654], [-1.66677, 4.25570, 1.93220], [-4.71818, 3.63848, -2.04355], [3.74622, -1.53894, 1.69991], [-1.88300, -2.10685, -3.29796], [-1.41736, 1.43368, 2.66233], [-1.40289, -1.03101, -4.66259], [-7.71053, 0.42357, -4.25684], [2.24382, -3.68762, 3.31607], [4.04222, 0.56814, 0.73969], [1.09863, -0.54944, -3.62044], [1.44633, -6.48429, -6.01441], [-1.19373, -1.01963, 6.45064], [5.83294, -2.19314, 6.69739], [1.36656, -5.77436, -6.84112], [2.18656, -4.17676, 5.35751], [1.04814, 4.56354, 4.80117], [1.09363, 3.66279, 3.97302], [2.51154, 3.97000, 2.90070], [3.67009, -5.20640, 6.40718], [5.19313, 5.34897, 1.42880], [0.46427, -2.82456, 4.22279], [-0.70718, -5.36485, -5.21767], [-6.11768, 0.03049, -2.83845], [5.40850, 6.40744, 1.26797], [-0.67220, -4.74201, -6.12365], [0.84188, 0.38062, -4.64354], [4.62820, -2.86961, 6.41669], [5.74725, -1.73869, 7.68053], [3.37814, 4.05185, 2.38635], [-6.44633, -0.16931, -6.46235], [4.05013, 3.30500, 2.40860], [4.57865, -3.10370, 4.37400], [-5.36468, -0.77785, -2.80472], [0.22189, -1.73344, -2.18066], [0.22089, 3.00113, 2.08930], [0.48478, -2.48367, -4.97684], [-1.87260, -2.26705, 5.39235], [-5.81456, 0.34297, -7.18774], [-1.73272, 4.02606, -1.61509], [6.07285, -1.46005, 5.92177], [-7.14761, -1.29759, -4.13862], [2.61685, -0.57304, -0.76656], [1.27658, 4.34315, 6.11092], [3.54000, -4.72393, 5.43707], [-2.68885, 4.89211, -2.87043], [1.47342, 3.38790, 6.36196], [1.65823, 6.62823, 4.43243], [0.03078, 6.50993, 4.97491], [-0.05449, -1.04417, -2.97980], [-1.07920, -2.71182, -6.54230], [1.95629, 0.69466, 1.80719], [-2.95933, 2.83978, -2.68060], [0.77906, 5.98565, 4.37537], [-0.23080, -3.67355, 4.16259], [-1.05415, -1.74328, -3.90285], [3.57074, -5.55089, 4.71935], [5.84001, 4.97475, 2.21587], [-1.29374, -5.20715, -6.89198], [3.71471, 5.20193, 1.77949]],
  "forces_ev_per_a": [[0.0, 1.1, 0.9], [-0.2, 0.0, 0.1], [-0.3, -0.1, 0.0], [-0.5, -0.2, -1.0], [-0.1, -0.2, -0.2], [0.0, -0.5, 0.2], [0.2, 0.2, 0.0], [0.1, -0.4, 0.0], [-0.1, 0.0, 0.4], [-0.1, -0.2, -0.1], [-0.4, -0.2, -0.3], [0.6, -0.2, 0.0], [0.0, -0.2, -0.7], [-0.1, 0.4, -1.5], [0.1, 0.3, 0.8], [-0.3, 0.1, -0.4], [0.2, -0.3, 0.2], [-0.1, -0.2, 0.3], [-0.2, 0.1, -0.3], [0.0, -0.2, 0.4], [0.5, -0.1, -0.7], [-0.3, 0.3, -0.6], [-0.3, 0.2, -0.4], [0.0, 0.0, 0.0], [-0.4, 0.2, -0.3], [-0.5, 0.1, -0.3], [0.2, 0.3, -0.1], [-0.3, 0.1, -0.1], [0.1, 0.0, -0.1], [0.8, 1.3, 0.4], [-0.2, 0.0, -0.1], [0.0, 0.2, 0.0], [0.2, 0.3, 0.3], [0.8, 0.4, 0.9], [-0.1, 0.0, 0.2], [0.0, 0.1, -0.6], [-0.1, -0.3, 0.0], [-0.4, 0.3, -0.2], [0.4, 0.3, 0.5], [0.1, -0.7, 0.3], [0.0, -0.1, 0.0], [-0.1, -0.4, -0.2], [-0.3, -0.1, 0.1], [0.2, 0.0, 0.0], [-0.1, 0.0, -0.1], [-0.2, -0.2, 0.2], [-0.4, 0.0, 0.2], [-0.1, 0.0, -0.2], [-0.2, -0.1, 0.0], [-0.1, 0.1, -0.2], [0.6, -0.8, -0.2], [0.1, 0.1, 0.2], [0.3, -0.2, 0.2], [0.1, -0.8, -0.2], [-0.1, 0.3, -0.5], [-0.1, -0.9, 1.1], [0.1, 0.8, 0.1], [-0.2, -0.4, 0.2], [-0.2, -0.2, -0.3], [-0.2, 0.1, 0.1], [-0.5, 0.9, -0.7], [-0.5, -0.6, 0.5], [0.0, -0.3, -0.2], [0.6, -0.9, -0.1], [-0.2, 0.1, 0.4], [0.5, 0.0, 1.5], [0.1, 0.7, 0.5], [-0.3, 0.3, 0.5], [-0.1, 0.2, -0.1], [0.6, -0.6, 0.0], [0.3, 0.1, 0.3], [-0.1, 0.0, 0.3], [-0.2, 0.0, 0.0], [0.2, 0.1, 0.1], [0.5, -0.2, -0.4], [0.1, -0.4, -0.2], [0.3, -0.1, 0.5], [0.0, -0.1, 0.0], [0.1, 0.0, 0.1], [0.1, 0.5, -0.1], [0.0, 0.1, 0.1], [-0.4, 0.0, -0.1], [0.0, 0.4, 0.1], [-0.1, -0.4, -0.4], [-0.4, -0.2, -0.5], [0.0, 0.0, 0.1], [0.1, 0.1, 0.3], [0.2, -0.3, -0.3], [-0.1, -0.4, 0.2], [-0.8, 0.5, 0.7], [0.0, 0.2, 0.1], [0.0, 0.1, -0.1], [0.1, -0.6, -0.5], [-0.5, 0.2, -0.1], [0.1, 0.0, -0.3], [1.2, 0.4, 0.1], [0.6, 0.3, -0.3], [0.1, -0.3, -0.2], [0.0, 0.2, -0.2], [-0.3, 0.9, 0.1]],
  "mol_weight_g_mol": 756.47,
  "e_tot_ev": -124774.28278,
  "de_lowest_kcal_mol": 14.4,
  "homo_lumo_gap_ev": 8.7,
  "e_homo_ev": -8.37
}

=====

Entry 3:
{
  "formula": "C49H52CaCl2N4O2P2Te",
  "method": "ωB97M-V with the def2-TZVPD basis set",
  "species": ["H", "C", "C", "C", "C", "H", "C", "C", "H", "P", "C", "H", "C", "H", "H", "C", "H", "H", "C", "N", "H", "H", "C", "C", "C", "H", "H", "H", "P", "H", "C", "N", "H", "H", "C", "H", "C", "H", "Cl", "C", "C", "C", "H", "C", "N", "H", "C", "C", "Te", "H", "H", "H", "H", "C", "C", "C", "H", "H", "C", "C", "H", "H", "H", "C", "C", "H", "C", "C", "H", "C", "N", "Ca", "O", "H", "C", "C", "C", "H", "H", "H", "C", "H", "H", "C", "C", "H", "C", "C", "H", "C", "C", "C", "H", "C", "H", "C", "C", "H", "H", "H", "C", "Cl", "C", "H", "O", "H", "H", "H", "C", "H", "H", "H", "H"],
  "coordinates": [[-21.98992, 1.01434, 16.93708], [-16.39740, -0.65068, 8.50014], [-10.76067, 3.21677, 13.05207], [-13.80817, -0.02760, 20.95708], [-17.83864, -2.64833, 18.31635], [-11.51707, 2.43623, 17.66193], [-15.51116, 7.33800, 15.97462], [-16.75316, 0.19428, 9.58790], [-13.03721, -0.49187, 21.55440], [-17.60091, -0.96090, 16.02789], [-20.06612, 0.05186, 16.69668], [-8.97810, 1.93457, 12.80434], [-16.11230, 0.13215, 10.87163], [-19.46145, 2.54556, 12.35004], [-23.23246, -1.02471, 16.14966], [-13.83110, -0.33179, 19.60303], [-18.98480, 0.09067, 12.04365], [-17.65173, -5.22882, 10.65070], [-19.08299, 4.12452, 10.98682], [-10.84430, 2.09584, 15.61859], [-10.44515, 0.98580, 13.00950], [-13.09976, 4.38050, 12.53610], [-20.08556, -2.28895, 16.13305], [-17.05424, -2.21385, 17.22999], [-18.28257, -0.00039, 12.89296], [-19.52542, -3.24629, 16.07852], [-15.64049, 7.78114, 16.95255], [-17.97012, -2.93975, 14.62761], [-16.67831, 1.04549, 12.35194], [-20.07720, 4.59087, 11.13075], [-15.66358, 1.28442, 19.33320], [-16.42270, 1.98257, 18.45647], [-16.69251, 2.67564, 22.27812], [-18.29600, 3.74745, 20.63450], [-16.66768, 2.45490, 21.19573], [-16.14115, 4.85612, 9.38867], [-22.15063, -1.03568, 16.27653], [-18.04837, 6.47435, 14.38082], [-14.83713, 0.91203, 23.22703], [-19.58315, -4.29496, 10.42040], [-15.24017, -1.34353, 8.59792], [-15.79354, -2.80468, 17.05041], [-15.52158, 0.99515, 13.50873], [-12.82981, 4.56751, 13.61227], [-18.22074, -1.44062, 13.18939], [-10.05838, 4.09390, 13.09804], [-14.37338, -1.23870, 9.70657], [-19.35778, -1.10393, 16.30803], [-16.28865, 5.31202, 16.16118], [-15.13776, -2.39805, 16.32029], [-12.30505, 5.55990, 13.72753], [-18.90261, 5.58758, 15.68008], [-18.66824, 0.55386, 13.78406], [-16.88305, 4.29965, 9.98259], [-15.36457, -3.87405, 17.86552], [-18.65792, -2.35851, 12.24420], [-8.91760, 2.68160, 15.15413], [-14.24296, -0.61426, 11.67273], [-9.65485, 1.89268, 14.85520], [-18.29114, -4.39304, 10.94033], [-15.40388, 2.82783, 10.47789], [-17.03783, -0.76959, 7.62176], [-20.60280, -1.44137, 11.95843], [-18.13768, 5.52346, 14.89194], [-18.10870, 4.86521, 10.28558], [-18.03202, 3.22390, 18.20763], [-10.65132, 2.08826, 17.07159], [-11.94597, 2.85152, 15.19870], [-10.36497, 1.02673, 17.37247], [-14.83883, -0.52411, 10.82802], [-11.88811, 3.47777, 13.95728], [-14.92722, 1.94651, 16.08672], [-12.97042, 2.85103, 15.88186], [-14.46094, 7.21870, 15.69778], [-20.37618, -3.21944, 10.76328], [-15.71606, 1.51431, 20.72422], [-17.54638, -1.94964, 14.37958], [-19.92486, -5.06491, 9.73798], [-18.27742, 5.90114, 9.99792], [-9.23150, 0.94578, 15.17473], [-16.46364, 3.08804, 10.59068], [-14.34893, -4.22460, 17.74914], [-18.20562, 4.71610, 14.14352], [-19.95654, -2.27586, 11.69086], [-17.37919, 2.75473, 18.93640], [-22.00788, -3.20170, 15.94801], [-17.37959, 2.35784, 11.46374], [-21.47309, -2.24436, 16.08403], [-18.12306, -4.11876, 19.83148], [-18.75266, 2.92838, 11.60629], [-14.78147, 0.79849, 21.54542], [-21.46432, 0.09115, 16.67700], [-18.77031, -2.13414, 18.57392], [-9.95118, 1.91150, 13.35113], [-16.77094, -3.44427, 12.23667], [-14.75815, 0.33744, 18.74150], [-17.44912, -3.76104, 19.05409], [-19.55537, 0.97632, 16.91267], [-17.42894, 1.07870, 9.58966], [-13.70650, 4.55673, 14.29597], [-17.52391, 3.04633, 20.30141], [-12.53475, -1.29291, 18.97234], [-17.79077, -3.43461, 11.83478], [-15.94732, -5.22923, 19.46020], [-14.77444, 0.16677, 17.44207], [-21.36424, -3.09079, 10.30603], [-16.07519, 7.83062, 15.16093], [-9.77410, 2.70787, 17.30160], [-16.22226, -4.38758, 18.82195], [-13.53646, -1.82905, 9.56443], [-11.18976, 3.19426, 12.03762], [-14.89628, -1.88694, 7.69643], [-16.46393, -2.09169, 14.15939]],
  "forces_ev_per_a": [[0.2, -0.3, -0.2], [-1.6, 1.6, 1.2], [0.6, 0.4, -0.3], [-1.2, 0.5, 0.7], [0.0, 0.0, -0.3], [0.4, -0.3, -0.7], [-0.2, -0.8, -0.6], [-0.3, 0.6, 1.4], [-0.1, 0.0, 0.3], [0.4, 0.5, -0.7], [-0.3, -0.4, -0.7], [-0.8, 0.2, 0.3], [2.5, -1.1, -2.2], [0.3, -0.3, -0.6], [0.2, 0.1, 0.2], [-0.9, 1.5, -0.7], [0.4, 0.3, 0.4], [-0.2, 0.2, 0.0], [0.3, 0.5, 0.6], [-2.4, 1.3, 0.7], [-0.2, 0.5, 0.4], [-0.1, 0.5, 1.1], [0.2, -0.2, 0.0], [0.6, -0.9, 0.1], [0.2, -0.1, 0.4], [-0.6, 0.7, -0.2], [0.0, 0.3, -0.1], [0.3, 0.3, -0.3], [-2.5, -1.2, -1.6], [0.6, -0.5, 0.0], [0.4, 0.0, 0.1], [-0.8, 0.2, -0.2], [-0.1, -0.1, -0.8], [0.3, -0.3, -0.2], [0.0, -0.1, 0.5], [-0.4, -0.2, 0.3], [-0.5, -0.6, 0.1], [0.1, 0.1, 0.0], [0.0, 0.3, 1.4], [0.7, -0.2, 0.0], [1.9, -0.7, -0.6], [-0.6, -0.6, 1.1], [1.2, -0.1, 1.6], [0.6, -0.3, -0.4], [0.2, 1.8, 1.1], [-0.4, -0.7, -0.1], [-3.6, 1.2, -0.7], [-1.6, 0.9, 0.6], [-0.8, 0.2, -0.8], [0.5, 0.2, -0.6], [-0.5, -0.9, -0.3], [0.0, -0.3, -0.8], [0.1, -0.4, -0.6], [1.3, -1.0, 1.2], [-0.3, 0.9, -0.5], [0.2, -1.5, -1.0], [-0.2, -0.4, -0.5], [0.9, 0.2, 1.8], [0.6, 0.7, -0.4], [0.5, 0.2, 0.5], [-0.6, -0.4, 0.0], [0.3, 0.5, 0.3], [0.1, -0.2, 0.0], [0.9, -0.1, 0.9], [-0.6, 0.1, -0.5], [0.1, 0.1, 0.0], [0.8, -1.7, 0.5], [1.7, -0.7, -2.3], [-0.6, 1.3, -0.1], [-1.1, -1.0, -1.1], [0.1, -0.9, 1.8], [-1.1, -1.3, 0.1], [-0.1, 1.0, 0.6], [-0.2, 0.3, 0.1], [-0.7, 0.4, -0.1], [0.5, -0.5, 0.6], [0.9, -0.5, 0.1], [-0.1, 0.2, 0.0], [-0.3, -0.3, -0.2], [0.1, -0.2, -0.1], [-1.1, 1.3, 0.1], [0.0, -0.3, 0.0], [-0.1, 0.2, 0.7], [0.9, 0.1, 0.0], [0.5, 0.1, -0.3], [0.1, 0.8, -0.1], [-1.5, 1.9, -1.0], [0.2, -0.7, 0.1], [0.3, 0.0, -0.1], [1.5, 0.1, 0.2], [0.6, -0.5, -2.1], [0.3, 0.1, 0.0], [0.3, -0.3, -0.2], [0.2, 0.7, 0.1], [-0.5, -0.2, -0.3], [1.2, -1.1, -1.2], [0.0, 0.3, 0.0], [0.4, 0.1, 0.1], [-0.3, -1.4, -0.8], [0.6, -0.2, -0.7], [-0.2, 0.0, 0.6], [-0.2, -0.1, -0.2], [-1.4, 0.8, 0.1], [0.1, 0.2, -0.3], [0.5, 0.5, 1.1], [0.3, -0.2, 0.2], [0.3, -0.1, 0.6], [-0.2, 0.1, 0.1], [-0.3, 0.0, 0.5], [2.0, -0.7, 0.7], [0.3, -0.1, 0.2], [-0.2, 0.0, 0.8], [-0.3, 0.0, 0.4]],
  "mol_weight_g_mol": 1029.51,
  "e_tot_ev": -131062.29287,
  "de_lowest_kcal_mol": 1.2,
  "homo_lumo_gap_ev": [3.6, 3.8],
  "e_homo_ev": [-3.75, -3.93]
}